(1)
57
Properties=species:S:1:pos:R:3 method="wB97M-V/def2-TZVPD" s_squared=2.010 multiplicity=3 charge=+1 e_tot_ha=-6527.6453
As -0.0788 -0.5630 1.7123
As -0.5389 -2.2947 -1.1621
Ti -0.3288 0.4445 -0.7810
O 3.2355 4.6327 -0.5011
O 1.5227 0.8771 -1.4257
N 1.1649 3.0432 -0.7828
N -2.3615 1.3100 -0.6934
N -0.1022 2.5421 -0.6835
C 5.6217 1.4981 -1.7763
C -2.4146 2.6653 -0.6109
C 1.1156 -3.3098 -1.2244
C -4.7463 1.2360 -0.5471
C 6.1570 2.7431 -1.4360
C 3.9642 3.5865 -0.9131
C -0.7509 0.3648 3.2777
C -1.5617 -3.1962 -2.5396
C -1.7299 -2.6656 2.8683
C -1.3558 -2.9096 0.4983
C 1.6674 -1.1562 2.3041
C -2.1475 -4.0540 0.5141
C -1.1150 3.3343 -0.6494
C 3.4128 2.3338 -1.2458
C -3.5108 0.6256 -0.6615
C -4.7980 2.6213 -0.4761
C -2.5193 -3.8060 2.8715
C 5.3452 3.7708 -1.0110
C -2.7310 -4.5003 1.6909
C 1.9828 2.0626 -1.1477
C -3.6169 3.3450 -0.5120
C 4.2645 1.3057 -1.6780
C -1.1472 -2.2008 1.6926
H -1.8204 0.5246 3.1511
H 2.1727 -1.6701 1.4890
H 0.9113 -4.3762 -1.1504
H -2.9671 -4.1487 3.7947
H -3.4316 -0.4537 -0.7311
H -2.5968 -2.8609 -2.5097
H 2.2478 -0.2744 2.5717
H 1.5819 -1.8186 3.1631
H 3.8201 0.3549 -1.9377
H 1.7628 -3.0060 -0.4043
H -1.5189 -4.2778 -2.4283
H -1.5724 -2.1350 3.7982
H -0.5638 -0.1822 4.1993
H 6.2661 0.6995 -2.1159
H -5.7495 3.1290 -0.3947
H -1.1307 -2.9241 -3.5016
H 5.7486 4.7395 -0.7500
H 2.2886 4.3753 -0.5124
H 7.2243 2.9076 -1.5103
H -3.6158 4.4252 -0.4627
H -1.0103 4.4136 -0.6588
H 1.6162 -3.0919 -2.1664
H -5.6442 0.6361 -0.5218
H -2.3197 -4.6131 -0.3969
H -3.3468 -5.3897 1.6827
H -0.2516 1.3308 3.3318

***

(2)
62
Properties=species:S:1:pos:R:3 method="wB97M-V/def2-TZVPD" charge=-1 e_tot_ha=-1782.7366
F 1.5194 -2.8797 -1.4207
O 4.3648 3.8787 5.0032
O -2.1465 -0.0896 0.8393
O -0.7337 1.0362 -0.3400
O 3.6559 1.8603 5.2597
O 1.7750 -1.2771 3.1171
O -4.0437 -1.2216 -3.8979
O -2.2380 -1.1906 -2.7106
O 1.7692 -3.5969 2.9826
N -2.8437 -1.3802 -3.7435
N 3.7654 2.8844 4.6184
N -1.7563 0.9294 0.3154
C -0.5839 -2.7507 -7.0333
C -2.0571 -1.8451 -4.8970
C 2.6628 4.1660 1.3003
C 2.8379 -3.1981 3.7839
C -0.0892 -2.4769 1.6017
C 3.0602 -1.6682 3.4786
C -4.4705 3.2184 1.4552
C -0.7022 -2.0691 -4.7319
C -2.6903 -2.0567 -6.1078
C -0.0932 -3.3349 0.3104
C 1.9282 3.0845 0.8259
C 0.0355 -2.5276 -5.8113
C 3.2698 4.0988 2.5418
C 1.8065 1.9317 1.5872
C -3.7158 2.0715 1.2680
C -4.0768 4.4143 0.8707
C -2.1674 3.3226 -0.0968
C 0.2726 -2.5083 -0.9227
C -2.9283 4.4650 0.0928
C -1.9442 -2.5121 -7.1821
C -2.5716 2.1425 0.4972
C 2.4162 1.8513 2.8301
C 3.1336 2.9416 3.2918
B 1.4301 -2.3819 2.1770
H -0.7301 -3.0151 2.3058
H 1.0940 -2.7137 -5.6953
H -0.4699 -2.6465 -1.7041
H -3.7486 -1.8729 -6.2166
H -4.0166 1.1387 1.7209
H -0.2226 -1.8960 -3.7785
H -1.0474 -3.8427 0.1943
H 2.3122 0.9443 3.4138
H -2.6227 5.3964 -0.3639
H 2.5592 -3.2252 4.8473
H -2.4246 -2.6847 -8.1356
H -0.0051 -3.1138 -7.8728
H -1.2715 3.3571 -0.6981
H 2.7588 5.0632 0.7029
H -5.3655 3.1792 2.0608
H -0.5651 -1.5189 1.4080
H 0.6996 -4.0622 0.4383
H 3.4319 -1.1627 4.3621
H 3.8381 4.9370 2.9163
H 0.2908 -1.4610 -0.6470
H 3.7378 -1.6496 2.6216
H -4.6656 5.3096 1.0232
H 2.1725 -2.1970 1.1933
H 1.2371 1.0892 1.2181
H 3.7262 -3.8250 3.6750
H 1.4468 3.1401 -0.1426

***

(3)
55
Properties=species:S:1:pos:R:3 method="wB97M-V/def2-TZVPD" e_tot_ha=-2113.3819 smiles="CCOC(=O)C(C(=O)OCC)(C(C)C)C(c1ccc(Cl)cc1)c1ccc(Cl)cc1"
Cl -3.6250 -4.8068 0.0219
Cl -1.7542 3.9186 5.1247
O 2.1832 -1.4374 -0.8117
O -0.4890 2.4531 -0.4279
O 0.2854 -1.3117 -1.9853
O -0.8390 0.8893 -1.9780
C 0.1819 -0.2030 1.1158
C 1.9775 -3.7183 -1.7029
C -1.8421 2.6195 2.7682
C -2.2163 -1.2116 1.0681
C -0.2682 1.3186 -0.8529
C -1.4080 1.6447 1.8695
C 2.3454 1.9175 -1.3483
C -0.3451 -2.6034 0.5254
C -2.5789 -3.4998 0.3673
C -1.1829 2.7688 3.9893
C 0.2960 0.9428 3.4057
C -1.1929 -3.6648 0.2263
C 2.6923 -2.4045 -1.7713
C 0.7158 0.3616 -0.1733
C 2.1095 1.1078 -0.0826
C -2.0734 1.2418 -3.9272
C -0.8408 -1.3411 0.8711
C -3.0893 -2.2722 0.7997
C 2.2875 1.9871 1.1309
C 0.9948 -0.8351 -1.1268
C -1.6934 1.8740 -2.6197
C -0.3142 0.8324 2.1462
C -0.0888 1.9464 4.2998
H 2.2247 1.3133 -2.2557
H -1.9650 1.5160 0.9476
H 3.2028 2.5784 1.0146
H 2.4562 -4.4170 -2.3919
H -1.1384 2.8071 -2.7743
H 1.6514 2.7668 -1.3721
H 2.0153 -4.1438 -0.6953
H -2.6949 3.2419 2.5034
H -2.5701 2.0496 -1.9819
H 0.4373 2.0869 5.2403
H 1.1118 0.2642 3.6736
H 2.5997 -1.9698 -2.7706
H 3.3662 2.3193 -1.3402
H -4.1606 -2.1498 0.9302
H -1.1980 1.1194 -4.5712
H 1.4390 2.6779 1.2190
H 2.8647 0.3108 -0.0252
H 3.7446 -2.4941 -1.4961
H 2.3997 1.4070 2.0514
H -0.7843 -4.6122 -0.1143
H 1.0525 -0.6724 1.5996
H 0.7314 -2.7710 0.5062
H 0.9381 -3.5900 -2.0171
H -2.5196 0.2551 -3.7769
H -2.6421 -0.2816 1.4304
H -2.7902 1.8739 -4.4555

***

(4)
61
Properties=species:S:1:pos:R:3 method="wB97M-V/def2-TZVPD" s_squared=6.024 multiplicity=5 charge=+1 e_tot_ha=-3283.2142
Ir 0.1235 -0.0522 0.1081
Te -1.7821 -2.5789 1.3779
Cl -1.1346 3.4438 1.0225
Cl 0.4455 1.6499 3.3090
Cl -2.6164 0.8202 2.3738
Si -0.7856 1.5394 1.6653
O -3.4831 -2.1796 -0.1983
N 0.1355 -1.7611 1.7498
N -1.4581 -1.2887 -0.2204
N 1.6513 -0.7523 6.0363
N 2.7995 0.2646 -1.5207
N 1.4122 -1.7956 3.8017
C -0.4047 -5.7310 -1.3316
C -2.4158 -6.4530 -0.2812
C -1.4674 -5.2688 5.6665
C -3.4255 -2.3514 4.1840
C -0.5380 -4.8141 3.4516
C -3.6849 -5.0890 1.3444
C -1.4799 -4.3224 0.2491
C -0.5620 -5.5344 4.6500
C 1.5078 -1.2133 4.9929
C -2.4918 -5.2639 0.4353
C 0.7036 -3.5578 -0.9003
C -0.4243 -4.5270 -0.6415
C -2.6792 -1.3822 -0.7574
C -1.3818 -6.7097 -1.1683
C 0.7175 -1.7318 2.8214
C 0.4826 -5.2104 2.4103
C -1.3154 -7.9993 -1.9382
C -2.4282 -3.4779 4.3258
C -3.0889 -0.5700 -1.9399
C -2.3881 -4.2367 5.4882
C -1.4626 -6.0695 6.9394
C -1.4889 -3.8108 3.3611
C 1.8305 0.1175 -0.9069
H 0.4554 -2.8855 -1.7240
H -4.5542 -5.5675 0.8963
H -0.3925 -8.5367 -1.7156
H 0.1701 -6.3250 4.7772
H -4.0949 -2.3334 5.0409
H -1.3299 -7.8091 -3.0122
H -2.3864 -6.6418 7.0372
H -3.5071 -5.5458 2.3195
H -3.5709 0.3360 -1.5655
H -1.3907 -5.4151 7.8086
H -2.1531 -8.6510 -1.6981
H -3.0934 -4.0066 6.2793
H 1.4128 -5.4850 2.9054
H -2.9308 -1.3765 4.1279
H -3.9938 -4.0523 1.5142
H -2.2287 -0.2863 -2.5417
H 0.9513 -2.9438 -0.0350
H -3.8107 -1.1238 -2.5340
H -4.0511 -2.4548 3.2941
H -3.2029 -7.1871 -0.1498
H 1.5990 -4.1110 -1.1786
H -0.6281 -6.7674 6.9683
H 0.7056 -4.4240 1.6951
H 0.1355 -6.0755 1.8417
H 3.6539 0.4322 -2.0114
H 0.4162 -5.9116 -2.0175

***

(5)
65
Properties=species:S:1:pos:R:3 method="wB97M-V/def2-TZVPD" s_squared=3.750 multiplicity=4 e_tot_ha=-5482.2082
Ti 6.9529 -1.2175 -0.4746
Cl -5.5948 -3.5376 3.4823
Cl -0.2106 5.8769 2.9046
Cl -5.5273 3.1299 -5.0697
Cl -3.0281 -4.9411 3.4006
Cl 1.4746 5.5942 5.3843
Cl 0.7641 -0.4643 -0.3860
Cl -4.1922 5.4458 -3.8893
O 2.0845 -0.2444 0.1911
O -0.1475 0.2473 0.4418
O 0.6488 0.0824 -1.7242
O 0.4860 -1.8983 -0.3329
N 8.5214 1.0247 3.4372
N -0.9750 -1.0762 -8.7383
N 2.2846 -1.8287 7.8675
N -4.9018 -3.5578 -5.4535
C -4.2890 3.6966 -3.9350
C -7.1549 -2.4132 -4.1849
C -7.3321 -3.0804 -5.3919
C 1.2806 -1.6227 7.0256
C 9.4581 2.6165 5.5756
C -6.1475 -3.5380 -6.0262
C 1.9606 -1.6513 9.1838
C -5.8787 -2.2452 -3.6145
C 10.3291 2.1360 4.6032
C 0.6749 -1.3190 9.6987
C 9.8491 1.2693 3.6059
C -0.0707 -1.3083 7.4059
C 0.7877 4.7690 3.8965
C -0.3250 -1.1209 8.7945
C -4.1183 -3.8615 2.4723
C 7.6765 1.5495 4.3813
C -4.7954 -2.8678 -4.2616
C -1.7750 -0.6769 -9.7687
C 8.0941 2.3626 5.4264
C -1.9870 0.6169 -10.2000
C -0.2582 -0.0368 -8.2201
C -0.2652 1.2760 -8.6671
C -1.1489 1.6191 -9.6789
H -6.2890 -3.9479 -7.0153
H 11.3889 2.3370 4.6554
H -7.9963 -2.0123 -3.6394
H 1.5606 -1.7423 5.9894
H -2.2021 -1.4508 -10.3892
H -3.3638 3.2896 -4.3429
H 6.6395 1.3233 4.1815
H -3.6075 -2.9106 2.3199
H -1.3264 -0.9034 9.1355
H -1.1623 2.6168 -10.0922
H 0.5801 -1.1887 10.7666
H 1.6000 4.3091 3.3338
H -4.4677 3.2967 -2.9369
H 2.8041 -1.7697 9.8477
H 9.7650 3.1596 6.4572
H 7.4563 2.7865 6.1879
H 0.3792 2.0556 -8.2885
H -4.4843 -4.3141 1.5507
H -3.8028 -2.7862 -3.8440
H 10.4503 0.7910 2.8469
H -5.7046 -1.6023 -2.7643
H 0.3377 -0.3922 -7.3926
H -8.3170 -3.2783 -5.7885
H 0.1368 4.0171 4.3429
H -0.9374 -1.2019 6.7704
H -2.6418 0.7138 -11.0534

***

(6)
62
Properties=species:S:1:pos:R:3 method="wB97M-V/def2-TZVPD" s_squared=6.035 multiplicity=5 e_tot_ha=-2365.3158
Ir -0.2944 -0.0091 -0.1395
S 0.6739 1.2327 2.2224
P -0.8657 -1.0781 2.1283
O -0.5534 0.4886 2.8941
O 1.1514 2.2049 3.1378
O 0.0787 1.8069 0.9551
O 1.5758 0.1357 1.8400
N -1.6746 -4.1030 2.5433
N -0.9737 -1.8980 -7.8623
N -2.6780 -2.3634 3.8721
N -0.3305 -2.9918 4.1714
N -0.6054 -1.7002 -1.1758
N 1.7860 -0.4598 -0.9497
C 2.4572 -2.7580 -3.8208
C -1.5532 -2.4943 4.8024
C -2.1557 -3.1142 -2.3600
C -2.8932 -3.6285 3.2038
C -1.8823 -2.1533 -1.4240
C 1.6503 -1.4938 -1.9549
C -1.0443 -0.6873 -5.5666
C 0.1004 -0.0701 -5.0715
C -1.1428 -3.6193 -3.1768
C -1.0053 -1.3589 -6.8483
C -0.5963 -4.2497 3.5170
C 0.0599 0.5345 -3.8290
C 2.6780 -1.8073 -2.8304
C -2.2445 -0.0653 -3.5826
C 0.4021 -2.0960 -2.0469
C -2.5199 -1.2370 2.9620
C -1.0797 1.1075 -1.6856
C 1.2220 -3.3731 -3.9261
C 0.1661 -3.0624 -3.0552
C 0.2745 -2.0103 3.2894
C -2.2218 -0.6699 -4.8282
C -1.0995 0.5234 -3.0542
C -1.3497 -3.4428 1.3909
H 3.2505 -3.0086 -4.5115
H -2.1651 -3.2328 0.7181
H -3.1607 -0.0629 -3.0064
H 1.0122 -0.0751 -5.6526
H -3.1093 -1.1441 -5.2249
H 2.1845 -0.7848 -0.0698
H -2.0611 1.4296 -1.3260
H 1.0769 -2.4654 2.7103
H -3.3061 -1.2569 2.2070
H -3.6839 -3.5325 2.4608
H -0.3884 -3.6564 0.9406
H -3.1857 -4.3700 3.9486
H -1.3441 -4.3544 -3.9426
H -0.4056 1.9715 -1.6329
H -1.3520 -1.5246 5.2581
H 0.7156 -1.2173 3.8937
H 0.2972 -4.6066 3.0067
H -1.8416 -3.1960 5.5867
H -2.6621 -1.7213 -0.8113
H 0.9521 1.0142 -3.4437
H -2.6263 -0.3090 3.5285
H -3.1784 -3.4523 -2.4662
H -0.9059 -4.9836 4.2630
H 3.6356 -1.3092 -2.7397
H 1.0397 -4.0959 -4.7120
H 2.3556 0.3180 -1.2661

***

(7)
54
Properties=species:S:1:pos:R:3 method="wB97M-V/def2-TZVPD" e_tot_ha=-2366.9994
Lu -1.7280 0.1743 -0.9588
O -1.2266 0.8592 -2.6741
N -0.7578 -1.5692 -1.3936
N 0.2444 -0.7421 -1.9249
N 1.6422 -2.2901 1.0860
C 0.3350 -0.4892 3.4434
C -3.8978 1.2944 -1.5606
C -3.3108 2.0757 -0.5389
C 1.0730 0.9570 -3.3610
C -0.0398 0.3158 -2.6330
C -3.8196 0.0199 0.3442
C -4.1962 0.0182 -1.0266
C -0.5798 -1.4355 4.2158
C 3.1446 2.1935 -4.7321
C 1.9086 0.5076 1.0638
C 0.5418 -0.0623 0.8779
C 2.6886 -1.7020 1.5923
C 2.2646 0.2719 -3.5935
C -0.7088 -3.6130 -0.0338
C -3.2722 1.2928 0.6429
C 1.9630 2.8789 -4.4992
C -0.3498 0.0256 2.1601
C 3.2910 0.8901 -4.2808
C 0.7926 0.6792 4.3133
C 0.9270 2.2644 -3.8210
C -0.2981 -2.1850 -0.2735
C 2.9084 -0.2926 1.4797
C 0.6712 -1.5597 0.5311
H -0.6592 1.0652 2.3223
H 0.1866 -4.2269 0.0434
H -0.0140 0.5511 0.0913
H 2.3621 -0.7394 -3.2319
H 1.2226 -1.0635 3.1772
H 1.3696 0.3201 5.1623
H 1.4226 1.3505 3.7336
H -0.0889 -1.7652 5.1280
H -3.1096 3.1392 -0.5935
H -4.1561 1.6445 -2.5522
H 3.4596 -2.3440 1.9943
H -0.0599 1.2397 4.6922
H -1.2644 -3.7127 0.8991
H -1.3276 -3.9634 -0.8571
H -4.1084 -0.7245 1.0761
H 3.8986 0.0974 1.6620
H 3.9534 2.6733 -5.2645
H -4.7880 -0.7479 -1.5153
H 2.0684 1.5531 0.8348
H -0.0038 2.7839 -3.6368
H 4.2146 0.3607 -4.4632
H -1.5192 -0.9564 4.4823
H -3.0778 1.6729 1.6382
H 1.8564 3.8987 -4.8396
H -1.2559 -0.5703 1.9604
H -0.7932 -2.3156 3.6141

***

(8)
62
Properties=species:S:1:pos:R:3 method="wB97M-V/def2-TZVPD" charge=+1 e_tot_ha=-2552.9905
Mo -0.1911 0.2949 -0.3782
S 0.7147 1.8813 1.4927
Si 1.8397 -0.2061 3.4377
Si -1.0903 -1.5152 1.3789
O -3.8410 -2.6219 -1.0319
O 0.9657 0.4653 2.0878
O 1.0380 2.9329 2.3695
O 1.4315 1.7468 0.2002
O -1.9245 -0.6928 -0.9776
O -0.7219 1.7465 1.0560
N -1.0235 1.2318 -1.9167
N -2.3472 1.1885 -2.1850
N 1.2565 0.1428 -1.8696
C -2.8169 -0.8362 1.7097
C -0.8814 -3.1167 0.3915
C 0.0434 -3.1991 5.5916
C 2.3853 -0.5826 -1.9175
C -1.2449 -2.9981 3.5816
C -6.3817 0.2512 -2.5900
C -5.0597 0.5704 -2.4036
C -4.6257 -1.6386 -1.5165
C 2.2614 1.7932 -3.2929
C -6.8335 -1.0220 -2.2359
C -0.1523 1.8884 -2.6168
C -2.7728 0.0638 -1.6651
C -5.9701 -1.9561 -1.7103
C 3.4066 1.0277 -3.3519
C 1.1727 1.3044 -2.5766
C -1.0268 -3.6003 4.8098
C 2.0378 1.1004 4.7341
C 0.6641 -1.5721 3.8954
C 3.4630 -0.1945 -2.6789
C -4.1561 -0.3565 -1.8537
C -0.4112 -1.9813 3.0902
C 0.8718 -2.1888 5.1329
C 3.4425 -0.7908 2.6973
H -6.3037 -2.9500 -1.4460
H -2.1007 -3.3366 3.0048
H -2.9400 -2.2755 -0.9480
H 4.0818 -1.2321 3.4645
H -0.4216 2.6847 -3.2987
H -0.8272 -2.9961 -0.6897
H -7.0654 0.9775 -3.0051
H 4.3435 -0.8180 -2.7195
H 0.2238 -3.6610 6.5528
H -2.9129 -0.6503 2.7798
H 2.4672 0.6447 5.6303
H -1.6948 -4.3790 5.1537
H -3.0393 0.0956 1.1903
H 1.0812 1.5430 5.0117
H 2.1885 2.7428 -3.8032
H -4.6892 1.5512 -2.6674
H 4.2618 1.3728 -3.9167
H -7.8730 -1.2848 -2.3819
H 2.3999 -1.4797 -1.3121
H 0.0337 -3.6071 0.7273
H 3.2682 -1.5547 1.9376
H 1.6948 -1.8705 5.7646
H -3.5716 -1.5684 1.4148
H 3.9912 0.0379 2.2455
H -1.7060 -3.8020 0.6032
H 2.7079 1.8967 4.4115